Here is a molecular structure, C25H28BrF2N2OPdSTe at a distorted geometry from OMol25. Energies are from ωB97M-V/def2-TZVPD.

Last column: Mulliken charge in e.
Positions of all 62 atoms, in Å:
Pd (-0.1435, 0.0613, -0.1965)  -0.69
Br (0.2554, 0.6398, 2.1821)  -0.04
C (1.5840, -0.7252, 2.5037)  0.95
C (2.1904, -0.7537, 3.7187)  -0.77
C (3.1570, -1.7551, 3.9519)  -0.61
C (3.4558, -2.6583, 2.9716)  -0.92
C (2.8143, -2.6159, 1.7074)  0.84
C (3.1170, -3.5484, 0.6897)  -0.87
C (2.4805, -3.4835, -0.5141)  -1.21
C (1.5091, -2.4834, -0.7656)  0.74
C (1.1872, -1.5524, 0.1847)  -0.75
C (1.8421, -1.6123, 1.4456)  1.21
H (1.9440, -0.0344, 4.4880)  0.43
H (3.6514, -1.7963, 4.9122)  0.41
H (4.1959, -3.4287, 3.1471)  0.42
H (3.8614, -4.3097, 0.8861)  0.40
H (2.7187, -4.1939, -1.2957)  0.47
H (1.0336, -2.4659, -1.7351)  0.36
C (-0.3970, 3.5788, -4.6178)  -0.98
C (1.0754, 3.3962, -4.2882)  -0.62
N (1.2810, 3.1500, -2.8505)  0.22
C (1.5926, 4.3291, -2.0382)  -0.83
C (3.0893, 4.5888, -1.9671)  -1.07
C (1.1723, 1.9277, -2.3664)  0.54
S (1.5292, 1.6356, -0.6995)  -0.37
N (0.9172, 0.9455, -3.2466)  -0.11
C (0.3296, -0.1814, -3.0386)  -0.22
O (-0.3864, -0.5468, -2.0057)  0.09
C (0.3390, -1.1822, -4.1398)  0.25
C (1.1290, -0.9681, -5.2665)  -0.37
C (1.1549, -1.9077, -6.2828)  -0.75
C (0.3840, -3.0581, -6.1890)  -0.44
C (-0.4172, -3.2703, -5.0755)  -0.96
C (-0.4390, -2.3366, -4.0536)  0.13
H (-0.5150, 3.7805, -5.6820)  0.42
H (-0.8248, 4.4148, -4.0633)  0.30
H (-0.9587, 2.6786, -4.3718)  0.18
H (1.6469, 4.2899, -4.5355)  0.48
H (1.4949, 2.5585, -4.8404)  0.29
H (1.1766, 4.1899, -1.0432)  0.38
H (1.0710, 5.1683, -2.4984)  0.45
H (3.6007, 3.7664, -1.4657)  0.30
H (3.2823, 5.5035, -1.4081)  0.41
H (3.5171, 4.7034, -2.9636)  0.33
H (1.7250, -0.0689, -5.3316)  0.46
H (1.7765, -1.7419, -7.1523)  0.44
H (0.4037, -3.7881, -6.9874)  0.41
H (-1.0264, -4.1617, -5.0077)  0.44
H (-1.0718, -2.4858, -3.1903)  0.13
F (-2.7418, 1.5281, -0.0071)  -0.37
C (-1.4453, 1.7283, -0.4745)  0.21
F (-1.5892, 2.0483, -1.8021)  -0.26
H (-1.0766, 2.6187, 0.0386)  0.50
C (-1.5815, -3.3340, 0.0302)  -0.94
Te (-2.2224, -1.3675, 0.4577)  0.57
C (-3.3243, -1.1241, -1.3387)  -0.89
H (-1.2690, -3.3898, -1.0085)  0.19
H (-2.4141, -4.0076, 0.2223)  0.46
H (-0.7428, -3.5676, 0.6796)  0.29
H (-4.3809, -1.0699, -1.0946)  0.47
H (-3.1189, -1.9839, -1.9712)  0.33
H (-2.9906, -0.2129, -1.8226)  0.16

Values from the calculation:
Lowest unoccupied orbital energy: -0.17104 Eh
HOMO-LUMO gap: 6.21 eV
Net charge: +1
Highest occupied orbital energy: -10.87 eV